(1)
# C4H12N6S

C4H12N6S as an isolated structure at a distorted geometry (ωB97M-V/def2-TZVPD, the Open Molecules 2025 dataset).

Relative energy (zero: lowest compared OMol25 entry of this formula, charge and spin)   98.1 kcal per mole
Max |F|   6.4 eV/A
Kohn-Sham gap   7.26 eV
Total charge   +2
HOMO   -15.806 eV
Calculated total energy   -885.58418 a.u.

```
23
Properties=species:S:1:pos:R:3:forces:R:3:mulliken_charge:R:1
C 0.905095 -0.793776 0.071800 1.918 -0.156 0.214 0.556
C 1.985963 1.383826 -0.302755 0.470 0.246 0.900 -0.169
C -0.963646 -2.572878 0.627208 -0.417 -0.255 -2.521 0.309
C -1.496837 2.961574 -0.927387 -3.436 -4.770 -2.581 -0.842
N -0.343121 -1.387260 0.507767 -1.168 1.917 1.163 -0.103
N 0.875044 0.525746 0.000501 1.233 -1.298 -0.932 -0.084
N 1.984587 -1.649813 -0.028391 -3.202 -0.869 0.385 -0.339
N -0.722485 -3.778672 0.108226 -0.936 0.934 1.466 -0.301
N -0.726031 1.337361 0.640676 -0.318 2.033 1.187 -0.378
N -0.887832 2.563363 0.231587 3.254 -0.507 4.076 -0.114
S 3.581916 1.040125 -0.037426 -1.983 0.484 -0.677 -0.110
H 1.620093 2.443860 -0.573735 0.594 -1.729 0.299 0.231
H -2.012625 -2.412199 0.903736 0.527 -0.446 0.933 0.343
H -2.033365 3.812799 -0.854627 -1.661 2.882 0.805 0.399
H -0.976780 3.010802 -1.819640 2.251 0.273 -1.436 0.385
H -2.254734 2.113853 -1.248647 1.091 1.595 0.959 0.269
H 1.659818 -2.612805 0.226793 1.272 1.136 -0.547 0.164
H 2.848910 -1.555268 -0.571640 -0.549 0.529 0.455 0.261
H -0.041817 -4.013609 -0.589660 0.604 -0.009 -0.029 0.247
H -1.392999 -4.529143 0.365975 0.629 0.738 -0.410 0.293
H -0.270407 1.416305 1.608753 -0.740 -0.171 -1.583 0.354
H -0.342351 3.281662 0.791888 -0.968 -0.845 -1.045 0.342
H -0.996398 -0.585850 0.869000 1.537 -1.711 -1.081 0.287
```
Positions in Å, forces in eV/Å.

(2)
# C4H12NO

A 2-piece molecular cluster, C4H12NO overall at a distorted geometry (ωB97M-V/def2-TZVPD, the Open Molecules 2025 dataset).

Relative energy (zero: lowest compared OMol25 entry of this formula, charge and spin)   15.9 kcal per mole
Max |F|   1.7 eV/A
Kohn-Sham gap   6.63 eV
Total charge   -1
HOMO   -2.336 eV
Calculated total energy   -289.56365 a.u.

```
18
Properties=species:S:1:pos:R:3:forces:R:3:mulliken_charge:R:1
C -0.607388 -1.178893 -0.026445 0.012 0.314 0.893 -0.994
C -0.604897 -0.070505 -1.074298 0.846 0.480 0.056 0.435
C 0.835572 0.411204 -1.404640 -1.139 -0.274 0.878 -1.248
N -1.242469 -0.456163 -2.336022 -0.392 -0.622 -0.532 -0.783
H -0.131436 -0.797698 0.944358 -0.260 -0.222 -1.267 0.133
H -1.642895 -1.466013 0.211510 0.055 -0.090 -0.166 0.310
H -0.086260 -2.057938 -0.432776 -0.003 0.001 0.097 0.290
H -1.106958 0.820974 -0.686414 -0.185 -0.215 0.075 0.323
H 0.755653 1.227028 -2.129827 0.288 -0.246 -0.074 0.313
H 1.220667 0.765182 -0.439556 0.281 -0.065 -0.223 0.367
H 1.403605 -0.451184 -1.769896 0.195 0.243 -0.178 0.293
H -2.227542 -0.678551 -2.205661 0.006 0.221 0.250 0.258
H -0.855943 -1.370750 -2.579460 0.120 0.221 -0.155 0.286
C 0.956337 0.742045 2.967453 0.085 0.332 -1.631 -0.732
O 0.629497 0.747314 1.628289 0.033 0.103 0.623 -0.762
H 0.121240 0.391045 3.610030 0.137 -0.106 0.321 0.181
H 1.858413 0.105051 3.131396 -0.134 0.009 0.558 0.180
H 1.222660 1.771165 3.298437 0.054 -0.086 0.478 0.151
```
Positions in Å, forces in eV/Å.

(3)
# C4H12NO

A 2-piece molecular cluster, C4H12NO overall at a distorted geometry (ωB97M-V/def2-TZVPD, the Open Molecules 2025 dataset).

Relative energy (zero: lowest compared OMol25 entry of this formula, charge and spin)   60.6 kcal per mole
Max |F|   3.9 eV/A
Kohn-Sham gap   10.42 eV
Total charge   +1
HOMO   -13.915 eV
Calculated total energy   -289.27824 a.u.

```
18
Properties=species:S:1:pos:R:3:forces:R:3:mulliken_charge:R:1
C 2.712681 -0.483802 1.336213 0.893 0.550 2.223 -1.089
C 1.384690 0.181513 1.211361 0.421 2.170 -0.906 -0.165
C 0.273189 -0.706998 0.976932 -2.866 -1.781 -0.142 -0.048
C -0.937253 -0.380040 0.447825 0.321 0.277 -0.206 -0.526
N -1.034097 0.723414 -0.590981 2.843 -1.858 0.514 -0.169
H 2.473649 -1.439929 1.804359 1.061 -0.184 0.032 0.291
H 3.059132 -0.556542 0.347694 0.813 -0.886 -1.169 0.316
H 3.520939 0.120591 1.891487 -1.520 -1.028 -0.559 0.304
H 1.044680 0.845877 2.045348 0.574 -0.422 -0.540 0.302
H 1.521152 0.756006 0.298925 -0.280 1.145 0.094 0.205
H 0.404479 -1.748400 1.349700 -0.726 0.928 0.537 0.298
H -1.972193 -0.593746 0.784263 1.060 -1.066 -0.630 0.328
H -0.115680 1.116989 -0.805891 -0.211 0.505 0.473 0.360
H -1.714573 1.349872 -0.366762 -1.945 3.091 1.340 0.323
H -1.382904 0.452520 -1.489656 -0.605 -1.424 -1.205 0.291
H -3.638366 0.701142 -2.998879 -0.105 -0.049 -0.117 0.326
H -2.836637 -0.651315 -3.337056 0.113 3.326 1.378 0.362
O -2.762884 0.312848 -2.904874 0.159 -3.295 -1.117 -0.708
```
Positions in Å, forces in eV/Å.